A 13-piece molecular cluster, C69H157N7O13 overall at a distorted geometry. Source: OMol25; level of theory: wB97M-V/def2-TZVPD.

Cartesian coordinates (Å):
C  -8.241  0.635  -2.619
C  -7.143  -0.299  -2.075
C  -6.924  -0.048  -0.600
C  -6.294  -1.246  0.144
C  -7.070  -2.571  -0.129
C  -7.123  -2.811  -1.663
N  -7.735  -1.629  -2.232
O  -8.142  -1.883  -3.585
C  -5.693  -3.247  -2.160
C  -8.039  -4.003  -1.835
C  -5.708  -0.169  -2.830
H  -7.924  1.652  -2.361
H  -9.182  0.256  -2.146
H  -8.239  0.687  -3.702
H  -6.187  0.694  -0.497
H  -7.924  0.251  -0.156
H  -6.482  -1.106  1.189
H  -5.195  -1.364  -0.065
H  -8.093  -2.476  0.186
H  -6.536  -3.436  0.354
H  -4.903  -2.597  -1.772
H  -5.453  -4.272  -1.835
H  -5.625  -3.305  -3.229
H  -9.103  -3.640  -1.644
H  -7.916  -4.470  -2.828
H  -7.647  -4.723  -1.139
H  -5.662  -0.896  -3.669
H  -4.971  -0.404  -2.091
H  -5.526  0.836  -3.196
H  -7.405  -2.179  -4.158
C  5.470  -0.829  0.976
C  4.786  0.384  0.320
C  4.222  1.393  1.327
C  5.318  2.186  1.940
C  6.090  2.942  0.913
C  6.810  1.982  -0.052
N  5.638  1.130  -0.613
O  6.247  0.180  -1.501
C  7.401  2.810  -1.228
C  7.996  1.238  0.650
C  3.541  -0.168  -0.444
H  6.495  -0.655  1.369
H  5.522  -1.693  0.315
H  4.914  -1.208  1.832
H  3.565  2.057  0.721
H  3.639  0.925  2.112
H  5.920  1.485  2.542
H  4.817  2.868  2.709
H  6.825  3.563  1.414
H  5.327  3.594  0.491
H  7.953  2.204  -1.923
H  6.546  3.276  -1.784
H  8.140  3.571  -0.880
H  8.750  1.996  0.978
H  7.693  0.712  1.497
H  8.552  0.595  -0.039
H  2.887  0.531  -0.964
H  3.007  -0.774  0.276
H  3.927  -0.881  -1.234
H  5.695  0.296  -2.308
C  1.100  5.528  -6.180
C  -0.436  5.421  -6.409
C  -0.804  3.965  -6.724
C  -0.685  3.055  -5.526
C  -1.546  3.637  -4.378
C  -1.182  5.100  -4.047
N  -1.263  5.860  -5.260
O  -1.015  7.248  -5.003
C  -2.266  5.575  -3.083
C  0.169  5.186  -3.314
C  -0.867  6.165  -7.632
H  1.534  4.665  -5.715
H  1.355  6.455  -5.563
H  1.511  5.658  -7.169
H  -1.789  3.919  -7.214
H  -0.043  3.665  -7.467
H  0.361  2.861  -5.265
H  -1.020  2.035  -5.845
H  -1.443  2.996  -3.453
H  -2.631  3.462  -4.509
H  -2.452  4.894  -2.253
H  -2.015  6.555  -2.811
H  -3.218  5.648  -3.610
H  0.040  4.574  -2.407
H  1.082  4.807  -3.745
H  0.336  6.194  -2.949
H  -0.446  5.673  -8.565
H  -0.428  7.170  -7.622
H  -1.943  6.291  -7.625
H  -0.074  7.366  -4.893
C  -0.631  0.633  3.887
C  -0.286  1.014  2.423
C  0.237  -0.262  1.745
C  0.378  -0.161  0.227
C  -1.006  0.200  -0.339
C  -1.583  1.552  0.243
N  -1.529  1.412  1.721
O  -2.201  2.462  2.457
C  -0.889  2.829  -0.350
C  -3.065  1.598  -0.144
C  0.777  2.169  2.460
H  -1.460  -0.117  3.842
H  -0.863  1.452  4.516
H  0.254  0.144  4.241
H  1.172  -0.531  2.172
H  -0.304  -1.223  1.821
H  0.674  -1.152  -0.191
H  1.102  0.597  -0.080
H  -1.588  -0.622  -0.037
H  -1.049  0.289  -1.401
H  0.173  2.674  -0.455
H  -1.220  2.946  -1.408
H  -1.099  3.703  0.239
H  -3.497  0.680  0.203
H  -3.549  2.410  0.344
H  -3.102  1.734  -1.214
H  1.024  2.499  1.458
H  1.661  1.876  3.035
H  0.374  3.016  3.026
H  -1.633  3.224  2.395
C  -0.895  -5.062  -1.509
C  0.427  -4.361  -0.940
C  0.189  -3.926  0.483
C  1.401  -3.413  1.220
C  2.444  -4.621  1.238
C  2.812  -5.189  -0.173
N  1.521  -5.454  -0.854
O  1.788  -5.884  -2.183
C  3.811  -4.179  -0.836
C  3.636  -6.514  -0.049
C  0.860  -3.204  -1.937
H  -1.158  -5.913  -0.971
H  -0.694  -5.398  -2.561
H  -1.655  -4.332  -1.570
H  -0.647  -3.190  0.470
H  -0.340  -4.753  1.066
H  1.115  -3.107  2.202
H  1.773  -2.622  0.591
H  2.013  -5.305  1.914
H  3.308  -4.196  1.813
H  3.513  -3.160  -0.670
H  4.740  -4.279  -0.342
H  3.989  -4.475  -1.953
H  3.042  -7.325  0.357
H  3.877  -6.853  -1.044
H  4.562  -6.369  0.533
H  0.054  -2.490  -1.876
H  0.910  -3.564  -2.964
H  1.749  -2.659  -1.651
H  1.492  -6.759  -2.287
C  3.757  0.953  -6.520
C  3.378  -0.044  -5.481
C  2.640  -1.263  -6.023
C  3.542  -2.291  -6.698
C  4.493  -2.730  -5.547
C  5.305  -1.546  -4.970
N  4.386  -0.504  -4.519
O  5.125  0.675  -4.091
C  6.039  -2.180  -3.772
C  6.347  -1.063  -5.997
C  2.370  0.729  -4.565
H  2.852  1.358  -6.907
H  4.381  0.534  -7.316
H  4.225  1.791  -5.996
H  2.107  -1.824  -5.224
H  1.803  -0.873  -6.682
H  3.974  -1.908  -7.592
H  2.915  -3.130  -7.054
H  5.279  -3.379  -5.938
H  3.940  -3.243  -4.746
H  5.241  -2.270  -3.027
H  6.371  -3.177  -4.083
H  6.894  -1.593  -3.310
H  6.731  -1.916  -6.575
H  5.928  -0.464  -6.819
H  7.214  -0.591  -5.545
H  1.520  1.035  -5.190
H  2.863  1.592  -4.145
H  2.102  0.009  -3.738
H  5.862  0.758  -4.744
C  -1.916  0.430  8.376
C  -1.842  -1.089  8.741
C  -2.221  -1.360  10.216
C  -2.602  -2.862  10.536
C  -3.632  -3.328  9.468
C  -3.130  -3.110  8.037
N  -2.856  -1.679  7.846
O  -2.420  -1.446  6.488
C  -1.984  -4.026  7.635
C  -4.342  -3.372  7.032
C  -0.359  -1.553  8.578
H  -1.468  0.480  7.337
H  -1.275  1.019  9.078
H  -3.010  0.585  8.384
H  -1.378  -1.091  10.875
H  -3.126  -0.819  10.452
H  -2.989  -2.895  11.570
H  -1.735  -3.510  10.510
H  -4.561  -2.766  9.568
H  -3.865  -4.398  9.622
H  -1.146  -4.036  8.297
H  -2.410  -5.060  7.514
H  -1.600  -3.840  6.630
H  -4.713  -4.416  7.212
H  -5.235  -2.700  7.233
H  -4.084  -3.280  5.979
H  0.381  -0.877  8.995
H  -0.092  -1.760  7.551
H  -0.184  -2.477  9.157
H  -1.711  -2.106  6.380
C  -3.940  -0.020  3.483
O  -3.350  -0.585  2.314
H  -3.635  1.019  3.523
H  -5.004  -0.137  3.446
H  -3.560  -0.546  4.416
H  -2.725  0.084  1.940
C  -4.318  4.675  3.843
O  -3.342  5.638  4.233
H  -3.788  3.821  3.364
H  -5.056  4.290  4.535
H  -4.875  5.082  3.082
H  -3.690  6.410  4.644
C  -3.298  -4.436  2.646
O  -2.508  -3.345  3.089
H  -3.600  -5.088  3.507
H  -4.119  -3.983  2.030
H  -2.630  -4.979  1.965
H  -2.830  -2.499  2.721
C  3.314  4.488  -1.510
O  2.794  3.306  -2.095
H  3.894  5.049  -2.223
H  2.410  5.104  -1.305
H  3.913  4.282  -0.561
H  3.158  2.536  -1.679
C  -0.789  6.155  1.468
O  -0.917  5.006  2.239
H  -0.358  7.004  1.999
H  -0.247  6.032  0.485
H  -1.852  6.445  1.194
H  -1.518  5.320  2.966
C  3.525  -1.470  4.305
O  3.561  -2.623  3.503
H  4.175  -0.669  3.930
H  2.496  -1.177  4.337
H  3.789  -1.642  5.376
H  4.408  -2.726  3.116

Force components x, y, z for each atom (eV/Å):
1.018 0.257 0.543
0.967 -0.291 -1.789
-1.234 -1.420 0.556
-0.864 -1.078 -0.292
2.017 0.514 -1.181
1.021 -0.825 0.958
-0.015 -0.701 -0.727
0.028 0.130 0.120
-0.297 0.134 0.776
-0.918 0.530 -0.863
-2.120 -0.527 0.025
-0.580 0.043 0.525
0.584 0.885 -0.711
-0.451 -0.590 -0.170
0.487 1.707 0.139
1.265 -0.297 -0.175
0.669 0.511 0.816
-1.059 0.217 0.341
-0.446 -0.061 0.510
-0.712 0.763 -0.326
-0.131 -0.094 -0.234
-0.297 0.311 0.194
0.007 0.244 -0.769
1.312 -0.974 -0.225
-0.478 0.343 0.241
-0.487 -0.532 0.522
0.112 0.597 0.462
0.720 -0.208 0.185
-0.100 0.164 -0.090
0.090 0.277 0.700
0.780 -0.320 0.608
-1.046 -0.307 0.011
-0.088 0.061 -1.155
-0.769 0.375 2.658
0.570 -0.153 0.668
-0.819 0.155 -0.626
1.829 0.541 -0.041
-0.776 0.224 -0.390
-0.877 0.402 0.208
0.508 1.734 -1.465
1.997 -1.340 -1.020
-0.799 0.008 -0.507
0.142 0.198 -0.361
-0.423 0.315 0.101
0.126 -0.207 0.563
-0.295 -0.346 -0.155
0.152 0.325 -0.146
0.893 -0.509 -0.917
0.251 0.276 -0.065
0.495 0.084 -0.801
0.088 -0.556 -0.307
0.842 -0.140 0.466
-0.819 -0.345 0.028
-0.686 -0.328 -0.188
-0.309 -0.854 1.312
-0.444 -0.110 0.022
0.208 0.291 0.323
-0.477 -0.020 0.097
-0.487 0.644 0.684
0.614 -0.111 0.215
-0.755 1.689 0.202
-0.150 -1.060 0.802
1.018 -0.124 -0.286
-1.087 -1.046 -0.052
0.549 -1.738 0.783
-0.056 -1.445 0.724
0.029 0.875 -1.222
-1.015 -0.368 -0.138
-0.698 -0.658 -0.976
-0.450 -0.595 1.334
1.153 1.213 -1.129
0.166 -0.332 0.214
-0.074 -1.222 -0.861
0.528 0.081 -0.224
0.211 0.000 0.358
-0.445 -0.070 -0.009
-0.150 0.551 0.318
-0.102 0.679 0.457
0.530 0.794 -0.683
0.371 0.694 -0.769
0.486 0.120 0.194
0.206 1.410 1.027
0.036 -0.039 -0.209
0.101 0.221 -0.085
-0.085 -0.084 -0.531
0.103 0.332 -0.065
-0.811 0.407 1.039
-0.176 0.017 -0.072
-0.155 -0.234 -0.320
0.733 -0.048 0.175
-0.610 -1.351 -1.839
-0.069 0.193 0.487
-0.014 -0.428 -1.353
-0.314 0.507 -0.723
1.181 1.772 1.160
0.191 0.020 -0.114
-0.413 -0.187 0.574
0.128 -1.277 -0.877
-0.262 -1.642 -0.867
1.207 -0.125 0.131
-0.714 -0.596 0.392
0.725 0.680 0.368
-0.381 0.862 0.527
0.511 -0.372 0.570
1.165 0.077 0.516
-0.766 0.788 0.898
-0.029 0.914 0.282
0.024 -0.149 0.085
-1.522 -0.913 0.311
0.186 -0.043 -0.939
0.529 0.137 0.246
-0.076 0.132 0.865
-0.138 0.389 0.122
-0.656 -0.490 -0.207
-0.478 0.777 0.329
-0.377 -0.191 -0.375
0.335 0.076 -0.042
0.022 -0.229 -0.350
-0.098 -0.052 -0.282
0.583 0.957 -0.236
3.265 1.072 -1.813
1.143 -1.481 -1.246
-2.471 -0.170 0.911
0.569 -2.312 -1.764
0.364 2.673 0.159
0.587 0.608 0.971
-0.879 0.002 -0.101
1.091 2.171 -0.363
-1.123 -1.319 -1.998
-0.821 0.473 0.028
-1.085 -0.868 1.028
-0.522 -1.244 1.260
-0.117 0.340 0.844
-1.076 0.758 0.186
0.551 0.078 -0.107
1.021 0.572 -0.714
0.237 0.345 0.656
0.519 0.646 0.357
-0.513 -1.468 0.472
-0.250 -0.707 -0.959
-0.235 0.491 -0.484
1.126 -0.251 0.550
-0.494 0.882 1.905
-0.170 0.000 0.490
0.415 0.062 -0.441
-0.492 -0.007 -0.205
-0.471 0.462 -0.226
0.228 -0.089 0.145
0.359 -0.187 0.002
-0.750 -1.749 0.337
1.240 0.047 -0.228
-1.944 -0.036 1.940
-1.521 -0.063 -0.730
-1.100 -0.655 1.500
0.262 0.547 -1.435
0.797 -0.462 -0.070
0.640 0.408 -0.045
0.651 -0.914 -0.515
0.112 0.837 0.625
-0.258 -0.508 -1.179
0.017 -1.546 0.021
-0.698 0.188 -0.718
-0.170 0.443 -0.008
0.377 -0.053 -0.395
0.377 0.623 -0.105
0.984 -0.437 0.456
1.004 0.434 -0.524
0.318 0.169 0.351
-0.280 -0.381 0.129
0.072 0.191 -0.307
0.383 -0.288 0.260
0.182 0.226 0.291
-1.039 -0.589 -0.752
0.121 -0.082 0.494
0.149 0.211 0.602
0.033 0.272 0.045
-0.014 -0.130 0.500
-0.022 0.338 0.186
-0.134 0.961 -0.794
-0.628 0.150 0.623
0.856 -1.198 -0.118
1.141 0.879 0.477
-0.193 -1.382 -0.022
-0.349 1.150 -0.895
0.559 -0.239 0.668
-1.627 0.237 -1.700
0.880 0.033 0.152
-0.140 -0.624 0.796
-0.864 -1.542 -0.719
-0.844 -0.673 1.308
-0.466 -1.135 0.450
-0.801 0.414 1.167
-0.914 -0.224 -0.480
0.703 0.890 -0.058
-0.463 0.323 -0.287
-0.093 0.610 0.230
-0.046 -0.104 -0.517
0.331 -0.153 -0.036
-0.025 0.031 0.105
0.034 0.410 -0.215
0.324 -0.153 0.526
0.510 0.771 0.433
-0.039 0.212 -0.056
0.325 0.727 -0.225
1.276 -0.545 -0.065
0.264 0.067 0.114
-0.240 0.612 -0.072
0.167 0.063 -0.322
-0.105 0.189 -0.344
-0.153 0.381 -0.440
1.340 -0.682 0.842
-0.106 -0.511 -0.234
-0.327 0.241 0.315
-0.710 0.070 -0.083
-0.437 0.564 -0.975
-0.006 -0.221 0.470
1.272 -1.127 -0.223
0.971 -1.337 -0.028
-0.196 0.554 0.725
0.401 0.133 1.009
-1.512 1.082 -2.032
-0.779 0.661 0.407
0.245 0.825 -0.713
0.207 0.623 0.624
-0.070 0.677 -0.858
0.135 -1.054 0.724
-0.496 -0.524 0.044
0.026 -0.256 0.161
-0.800 -0.121 1.287
-0.221 0.295 -0.446
0.588 0.069 -0.284
0.710 -0.103 0.363
-0.911 0.435 -1.326
0.605 -0.579 0.303
-1.574 1.375 -2.175
-0.290 -0.059 1.642
0.248 -0.105 0.131
-0.352 -0.400 1.251
1.154 0.169 -0.072
0.581 -0.765 -0.492
0.470 0.069 0.979
-1.018 -0.148 0.465
-0.281 -0.030 -0.027
-0.599 0.578 -0.171
0.155 -0.211 -0.668
1.277 -0.163 -0.418

The calculation puts the molar mass at 1293.1 g/mol. For the HOMO energy, the calculation gives -0.308 hartree. The calculation puts the electronic energy at -4084.12401 Eh. Its gap between HOMO and LUMO is 8.83 eV.